[1]
{
  "formula": "C8H13N2PS",
  "method": "the ωB97M-V functional and the def2-TZVPD basis",
  "smiles": "CC(C)(C)PSc1ncccn1",
  "total_energy_ha": -1161.5894,
  "de_lowest_ev": 0.5131,
  "max_force_ha_per_bohr": 0.072,
  "species": ["P", "H", "C", "H", "H", "H", "H", "C", "C", "C", "C", "C", "C", "H", "H", "H", "H", "N", "C", "H", "S", "N", "H", "H", "H"],
  "coordinates": [[-0.496337, 0.051748, 0.092438], [0.306076, -0.830811, -0.422015], [1.841210, -1.137815, 2.741071], [-0.381062, -1.472262, -2.486330], [-2.457618, 1.654889, -2.773825], [0.099661, 0.139393, -3.045194], [4.054154, 1.137879, 3.762785], [1.791513, 0.694520, 1.541489], [-1.930728, 1.510555, -1.881460], [-1.503694, 0.103389, -1.481917], [2.950742, -0.660986, 3.414930], [-2.716244, -0.771560, -1.242161], [3.376541, 0.618909, 3.125437], [1.413980, -2.051924, 3.066923], [-3.105418, -0.716068, -0.298928], [-3.611942, -0.584592, -1.795446], [-1.065383, 2.184872, -2.083636], [2.747846, 1.318297, 2.168293], [-0.714878, -0.493097, -2.682900], [-2.237102, 1.944538, -0.968291], [0.848652, 1.598956, -0.106851], [1.252800, -0.493369, 1.728149], [-1.471010, -0.804625, -3.425606], [3.222484, -1.114375, 4.410031], [-2.214245, -1.826461, -1.356987]],
  "forces_ev_per_angstrom": [[-3.37, 0.93, 0.63], [1.70, -2.44, -0.95], [0.29, 0.14, -0.16], [1.14, -1.18, 0.86], [-1.74, -0.31, -0.89], [-0.32, -0.11, -0.12], [0.71, 0.33, 0.05], [-1.50, 1.39, -3.06], [3.09, 0.71, 1.25], [0.51, 0.94, -2.11], [-0.22, -0.16, 2.12], [2.40, -2.57, -1.19], [-1.52, -0.06, -0.47], [-0.49, -0.84, 0.01], [-0.49, 0.18, 2.98], [-0.07, -0.10, -1.47], [0.14, -0.72, 0.06], [0.58, 0.24, -0.13], [-1.48, 0.25, -0.03], [-1.69, 0.95, 0.62], [2.27, -0.29, 2.54], [1.56, 0.18, 1.35], [0.27, 1.05, -0.47], [0.12, 0.15, -1.53], [-1.91, 1.35, 0.11]],
  "mulliken_charge": [0.1611, -0.0486, -0.1336, 0.5326, 0.4816, 0.3189, 0.4099, 0.3510, -1.9719, 1.5130, -0.4721, -1.6325, -0.0553, 0.4292, 0.5043, 0.3565, 0.3808, -0.5341, -1.7361, 0.5492, -0.2295, -0.2185, 0.4384, 0.2911, 0.3148]
}

[2]
{
  "formula": "C3H4BeLiO3",
  "method": "the ωB97M-V functional and the def2-TZVPD basis",
  "charge": 1,
  "total_energy_ha": -364.4910,
  "de_lowest_ev": 0.7811,
  "max_force_ha_per_bohr": 0.094,
  "species": ["C", "C", "Li", "H", "O", "H", "O", "O", "Be", "H", "H", "C"],
  "coordinates": [[-1.035402, -0.570880, 0.091749], [-1.450733, 0.592774, -0.664906], [3.396429, 0.575428, 0.533948], [-2.288335, 0.349892, -1.333020], [1.601030, 0.161494, -0.341380], [-1.567941, 1.519777, -0.089302], [-0.058541, -0.366188, 1.118655], [1.989430, 0.061707, 1.813334], [0.389172, 0.345836, -1.486946], [-1.739848, -1.337834, 0.426541], [-0.436823, -1.286746, -0.936293], [1.201562, -0.045261, 0.867621]],
  "forces_ev_per_angstrom": [[2.54, -3.43, -2.27], [1.87, 2.04, -2.09], [-0.15, -0.11, 0.41], [0.34, 0.27, 0.26], [-0.77, 0.45, -3.40], [-0.30, -0.39, -0.18], [-0.49, -0.27, -0.33], [-0.18, 0.06, -1.26], [-1.69, 0.31, 3.05], [0.06, 0.46, 0.41], [-0.97, 0.74, 2.70], [-0.26, -0.13, 2.71]],
  "mulliken_charge": [-0.1907, -0.8050, 0.8992, 0.3712, -0.5445, 0.3341, -0.2697, -0.7323, 0.2427, 0.4081, 0.1094, 1.1776]
}

[3]
{
  "formula": "C20H40B2BrN5O12PS2",
  "method": "the ωB97M-V functional and the def2-TZVPD basis",
  "charge": -1,
  "total_energy_ha": -5724.3633,
  "max_force_ha_per_bohr": 0.057,
  "species": ["C", "H", "O", "H", "H", "O", "H", "H", "C", "H", "O", "H", "H", "H", "C", "H", "C", "H", "H", "O", "C", "H", "C", "O", "H", "C", "H", "C", "H", "H", "H", "H", "C", "C", "C", "C", "H", "H", "H", "C", "B", "H", "N", "C", "H", "O", "H", "C", "S", "N", "C", "H", "H", "O", "Br", "O", "O", "P", "H", "S", "H", "C", "C", "B", "H", "H", "O", "O", "H", "H", "C", "H", "H", "H", "N", "N", "C", "N", "H", "O", "H", "H", "H"],
  "coordinates": [[0.852329, 1.880267, 2.145535], [4.361875, 0.140602, 0.222183], [-4.759905, -5.747774, -2.302087], [-6.611586, -6.615661, -1.918865], [1.837989, 5.612774, 0.646826], [1.191548, 4.930043, 0.850705], [-6.447642, -3.619252, -4.858518], [-5.219120, -7.392722, -1.116593], [2.027800, 4.027114, -1.970832], [4.008176, 0.735616, 4.813978], [-9.587324, -5.205916, -6.409781], [5.684015, 1.239991, 4.724170], [1.008870, 0.825474, 4.012168], [1.047427, 5.945706, -1.820427], [3.678000, 3.174009, 3.573275], [-9.152361, -5.390725, -8.434213], [-3.928892, -2.715642, -0.803608], [5.093272, -0.034800, 3.629777], [0.659297, 2.711840, 2.822964], [6.852385, 2.945351, 2.912891], [-4.787602, -4.810216, -1.346789], [2.756204, 5.623072, 3.744871], [-9.696459, -5.909446, -7.646950], [-5.417596, -4.871515, -0.323642], [5.564434, 1.943393, 0.298748], [4.444536, 4.483172, 3.843069], [2.999577, 4.191484, -1.481501], [4.443604, 1.942413, 3.040167], [4.944392, 4.780414, 2.923918], [-6.616800, -5.159873, -3.972834], [-0.608015, -2.248826, -1.277900], [3.732457, 2.753145, 0.519554], [2.352273, 0.966184, -0.087841], [-0.905763, -1.515887, -0.548187], [3.136179, 2.836085, 5.869795], [-8.335197, -5.086182, -5.959112], [-10.754043, -5.933360, -7.894446], [1.415296, -0.198826, 2.588345], [3.305661, -1.292362, 1.812547], [3.357401, -0.179017, -0.023654], [1.526252, 3.696752, 0.265412], [1.336974, 0.551850, -0.045102], [2.730077, 2.868454, 4.737819], [2.924506, -1.394622, 0.794835], [3.411853, 5.552776, 5.268365], [-8.370779, -4.417534, -4.810767], [-7.256302, -3.659225, -3.285194], [-7.088421, -4.209645, -4.207066], [3.627226, 2.548450, 7.348891], [3.614048, 5.582884, 4.280622], [-5.563085, -6.893468, -2.020559], [-9.325709, -6.927886, -7.544901], [7.134310, 1.794452, 0.795307], [2.841596, 3.533942, 2.521798], [3.544755, -0.879244, -1.924707], [1.071391, 3.511353, -1.055579], [-4.005765, -3.809441, -1.731952], [2.533772, 2.292437, 1.269660], [1.838577, -1.406392, 0.860512], [-0.934387, -0.122431, 2.996364], [-3.276103, -1.975545, -1.240918], [0.790237, 0.599122, 2.971502], [4.833162, 0.899203, 4.122300], [5.844758, 2.207188, 2.314707], [0.884034, 5.183696, -3.394356], [3.264503, -2.327808, 0.356693], [-7.351122, -5.513790, -6.503172], [3.487386, 1.235051, 2.267034], [-5.448692, -7.563811, -2.868385], [-4.912111, -2.271983, -0.656688], [-1.092362, -0.514380, 1.308755], [2.432987, 5.915263, -2.965950], [5.238079, 4.330576, 4.587769], [0.068905, 1.927042, 1.384060], [-1.557870, -0.438625, -0.786993], [-1.682504, 0.219938, 0.426199], [1.578342, 5.363129, -2.571224], [6.167910, 1.621883, 1.046397], [-3.517730, -3.050845, 0.147652], [-0.576326, -1.646816, 0.750407], [2.428099, 1.410207, -1.077290], [6.667688, 3.109874, 3.842570], [2.211155, 3.307821, -2.772535]],
  "forces_ev_per_angstrom": [[0.46, -0.22, 0.47], [0.02, -0.02, -0.09], [-0.01, -0.04, 0.00], [0.02, 0.02, 0.11], [-0.07, 0.08, 0.17], [0.23, -0.15, -0.28], [0.04, -0.11, -0.06], [-0.06, 0.07, 0.06], [0.16, 0.58, -0.19], [-0.08, -0.18, -0.15], [-0.03, 0.01, 0.01], [0.02, -0.12, 0.02], [0.11, -0.32, 0.08], [0.15, 0.11, 0.05], [-1.43, 1.22, -2.23], [0.08, -0.05, 0.03], [-0.16, 0.13, 0.06], [0.05, -0.01, -0.02], [-0.03, 0.10, -0.06], [0.02, -0.55, 0.38], [0.10, 0.09, -0.02], [-0.04, -0.16, 0.03], [-0.12, -0.06, -0.14], [-0.05, -0.06, -0.02], [-0.24, -0.48, 0.03], [0.37, -0.21, 0.86], [-0.04, -0.16, 0.08], [-0.15, -1.38, 0.98], [-0.07, -0.29, -0.16], [0.06, 0.00, -0.14], [0.11, -0.17, 0.20], [0.36, -0.03, 0.36], [-0.06, -0.52, 0.31], [0.13, 0.46, 0.04], [-0.54, -0.86, -0.41], [-0.02, 0.03, 0.05], [-0.02, 0.06, 0.10], [0.20, 0.05, 0.20], [0.06, -0.04, -0.01], [-0.62, -0.34, -0.39], [-0.46, 0.01, 0.10], [0.03, -0.10, -0.06], [1.58, 0.11, 0.95], [0.05, 0.48, 0.24], [-0.16, -0.14, -0.02], [-0.05, 0.05, 0.05], [-0.19, -0.01, -0.04], [0.16, 0.10, 0.16], [-0.06, 0.39, 0.08], [0.23, 0.37, -0.02], [-0.04, -0.18, -0.07], [0.09, 0.03, -0.02], [-0.04, -0.01, -0.09], [0.75, -0.14, 0.23], [0.15, 0.03, -0.03], [0.52, -0.11, 0.09], [0.00, 0.00, -0.01], [-1.15, 0.65, -0.74], [-0.01, -0.21, -0.11], [0.18, -0.24, 0.26], [0.00, -0.05, -0.20], [-0.72, 0.23, -0.76], [0.17, 0.70, 0.33], [-0.14, 0.48, -0.66], [-0.05, 0.06, 0.03], [0.11, -0.04, 0.11], [0.00, -0.02, -0.01], [0.23, 0.54, -0.23], [0.07, 0.08, -0.05], [-0.04, -0.13, 0.10], [-0.11, 0.51, 0.03], [-0.02, 0.07, 0.04], [-0.13, 0.09, 0.13], [0.08, -0.29, -0.13], [-0.05, 0.06, -0.18], [-0.11, -0.07, -0.10], [-0.22, -0.41, -0.17], [0.31, 0.57, 0.15], [-0.10, -0.03, 0.02], [0.18, -0.35, 0.09], [0.07, 0.45, 0.20], [0.07, 0.16, -0.04], [-0.09, -0.15, 0.10]],
  "mulliken_charge": [-1.8954, -0.0546, -0.3357, 0.3244, 0.2834, -0.6729, 0.3315, 0.3292, -0.1848, 0.4637, -0.3281, 0.2926, 0.3901, 0.2961, 1.0989, 0.2920, -0.6472, 0.4112, 0.3449, -0.7235, 0.8500, 0.3219, -0.6290, -0.5587, 0.2208, -1.4376, 0.1751, 0.7539, 0.4168, 0.1381, 0.4114, -0.2233, -0.5514, 0.0563, 0.3179, 0.7594, 0.2142, -0.3542, 0.0353, 0.6113, 1.4471, -0.0702, -0.3555, -0.8073, 0.3263, -0.3283, 0.2438, -0.4397, -0.3939, -0.6990, -0.7239, 0.2927, 0.2213, -0.7433, -0.2899, -0.6512, -0.3236, 0.4190, 0.0446, -0.3104, 0.2724, 0.0383, -2.0040, 0.6906, 0.3172, 0.5987, -0.5398, -0.3457, 0.2357, 0.3385, 0.4576, 0.3601, 0.4826, 0.9195, -0.3573, -0.2787, -1.3166, -0.5401, 0.2879, -0.2772, 0.5773, 0.2817, 0.3987]
}

[4]
{
  "formula": "C25H25LaNSi",
  "method": "the ωB97M-V functional and the def2-TZVPD basis",
  "charge": -1,
  "total_energy_ha": -1343.2751,
  "max_force_ha_per_bohr": 0.165,
  "species": ["C", "C", "H", "C", "H", "H", "H", "H", "C", "H", "C", "C", "H", "C", "C", "H", "C", "C", "H", "H", "H", "Si", "C", "C", "C", "C", "H", "C", "H", "H", "C", "C", "H", "C", "H", "C", "C", "H", "H", "H", "H", "C", "C", "C", "N", "H", "H", "H", "C", "La", "H", "H", "C"],
  "coordinates": [[-0.861320, 0.417987, 4.258813], [-2.007162, 3.139034, -3.187818], [-3.609923, -0.760175, 0.267388], [4.678174, 0.073446, 0.447244], [1.683596, -2.742276, -2.750150], [-2.346937, 3.436020, 3.626747], [1.541169, -0.459385, -3.543112], [-3.362800, 1.600475, -3.896332], [-0.714773, 2.604980, -1.216588], [4.908215, -2.163425, 0.486916], [-1.140516, 0.775100, 1.869306], [-0.782260, -2.642875, -0.252457], [5.442650, 0.374780, -0.246868], [-2.622362, 1.888693, -3.150452], [-3.577234, -2.914118, -0.035564], [-4.665877, -3.002542, 0.050267], [-1.747068, 2.020812, 2.113227], [-2.994707, -1.639611, 0.080889], [-2.739507, -0.016501, -2.095737], [0.049666, 2.865951, -0.481233], [-0.530083, -0.215882, 5.077700], [-0.860183, 0.162318, 0.159521], [-1.595363, -1.516386, -0.037286], [-0.704089, -0.036299, 2.937160], [-1.343009, 1.346341, -1.159527], [2.434750, -0.877863, -2.990463], [3.728590, 2.009967, 1.079666], [3.777184, 0.944569, 1.174574], [0.315198, -2.541446, -0.331639], [-0.764489, -4.782914, -0.533116], [4.383958, -1.293594, 0.830436], [3.305040, -1.269573, 1.801581], [2.891463, -2.124069, 2.300742], [2.924547, 0.119118, 2.014390], [-2.268092, 3.845017, -3.991001], [-1.383073, -3.908777, -0.360751], [-1.885861, 2.465069, 3.442812], [-3.237042, -5.022487, -0.338349], [2.144693, 0.458808, 2.665571], [1.910928, 2.241186, -2.617127], [-0.257077, -1.011259, 2.739224], [2.637443, -2.166127, -2.447006], [-1.060705, 3.508509, -2.230467], [-2.776238, -4.026273, -0.252161], [1.922816, 2.083117, -1.470405], [3.170681, -0.208330, -3.507537], [3.791172, -2.283864, -2.398218], [-2.106779, 2.619983, 1.278881], [-2.281647, 0.972669, -2.137751], [2.145756, -0.526976, -0.808902], [-0.581325, 4.485238, -2.256526], [-1.541771, 2.025916, 5.529133], [-1.438417, 1.667923, 4.492354]],
  "forces_ev_per_angstrom": [[0.03, -0.26, -0.96], [-0.17, 0.37, -0.40], [0.12, -0.17, -0.05], [-1.56, -0.68, 1.31], [2.26, -0.47, 0.86], [0.11, -0.22, 0.11], [-0.03, -1.16, 1.13], [0.16, 0.17, 0.05], [-0.61, 0.29, -0.35], [0.14, -0.28, -0.07], [-0.61, 0.12, 0.28], [-0.96, -0.34, -0.03], [0.11, 0.11, -0.10], [0.25, -0.57, 0.37], [-0.23, 0.87, 0.14], [0.39, -0.16, -0.04], [0.27, -0.41, 1.18], [0.45, -1.55, -0.23], [0.01, 0.27, -0.08], [-0.29, -0.05, -0.29], [-0.06, 0.19, 0.00], [3.26, -0.29, -0.43], [-1.03, -0.11, 0.11], [-0.52, 0.93, 0.78], [-0.91, 0.07, -0.21], [0.45, 1.29, -6.64], [-0.08, 0.28, -0.06], [-0.17, -2.35, 0.28], [-0.72, -0.18, 0.10], [-0.11, -0.02, 0.03], [-0.92, 1.59, 0.82], [0.91, 1.90, -1.08], [-0.15, -0.23, 0.12], [1.88, -0.79, -1.58], [0.10, -0.34, 0.40], [-0.06, 0.58, 0.05], [0.09, -0.13, -0.77], [0.23, 0.52, 0.04], [-0.22, 0.15, 0.14], [-0.04, -0.45, 3.21], [-0.02, 0.23, 0.00], [0.38, -0.57, -3.14], [0.03, -0.54, 0.43], [0.28, -0.62, -0.11], [0.60, -0.57, -3.06], [0.36, -0.80, 1.15], [-2.22, -1.33, -0.04], [0.08, -0.05, 0.17], [0.14, 1.08, -0.37], [-1.31, 4.87, 6.82], [-0.08, -0.18, -0.11], [0.04, -0.17, -0.55], [-0.06, 0.20, 0.65]],
  "mulliken_charge": [-0.5539, -0.3865, 0.4462, -0.6920, 0.2561, 0.3545, 0.2626, 0.3632, -0.6588, 0.5028, 0.6163, -0.1219, 0.4840, -0.5783, -0.6818, 0.3450, -0.3143, -0.1081, 0.3226, 0.3682, 0.3530, -0.2554, 0.5830, -0.6507, 0.9579, -0.5307, 0.3787, -0.5773, -0.1498, 0.4126, -0.7573, -0.5227, 0.4904, -0.3388, 0.3140, -0.7903, -0.5462, 0.3182, 0.4983, 0.0535, 0.3896, -0.6625, -0.5962, -0.4587, -0.6538, 0.2883, 0.2512, 0.3605, -0.5185, 0.8748, 0.3558, 0.3088, -0.4058]
}

[5]
{
  "formula": "C5H11N4O",
  "method": "the ωB97M-V functional and the def2-TZVPD basis",
  "charge": 1,
  "smiles": "CCCONc1nc[nH][nH+]1",
  "total_energy_ha": -490.8848,
  "de_lowest_ev": 8.2229,
  "max_force_ha_per_bohr": 0.154,
  "species": ["N", "C", "H", "C", "N", "H", "H", "H", "C", "O", "C", "H", "H", "N", "H", "H", "H", "H", "C", "N", "H"],
  "coordinates": [[0.213413, 0.922340, 2.940022], [-0.994383, 0.535589, -1.664322], [-1.600624, 0.042057, 1.009854], [-0.767452, -1.058152, -1.362170], [2.468347, -0.242399, 2.834459], [-1.703525, -1.667577, -1.728140], [-1.994425, 0.847743, -1.092541], [-0.677872, 0.108635, -3.991356], [-1.352200, 0.755108, -3.280015], [-0.363811, -1.390736, 0.009965], [1.620256, 0.792860, 3.543272], [0.133441, -1.403757, -2.065169], [3.442338, -0.461355, 3.155421], [1.713794, -0.760212, 1.780426], [2.062647, -1.523444, 1.128186], [1.999291, 1.430614, 4.470719], [-1.217904, 1.885338, -3.585349], [-2.482506, 0.472519, -3.529512], [0.324307, -0.096761, 1.813244], [-0.678383, -0.431324, 0.893664], [-0.144747, 1.242914, -1.280660]],
  "forces_ev_per_angstrom": [[6.56, -4.24, -1.44], [-1.72, -0.10, -0.09], [0.90, -0.94, -0.42], [0.69, 0.90, -3.23], [-3.67, 4.20, 2.63], [1.70, 1.17, 1.22], [2.18, -0.46, -1.15], [-1.17, 1.26, 1.53], [-0.21, 0.07, -0.19], [-0.55, -0.56, -1.29], [-1.97, -2.25, -3.41], [-1.88, 0.58, 1.77], [-1.43, -0.13, -1.04], [-3.27, 1.38, 0.00], [-0.74, 1.47, 1.34], [-0.85, -1.68, -2.33], [-0.21, -2.33, 0.78], [2.51, 0.53, 0.78], [2.15, 0.23, 1.34], [2.42, 2.51, 4.10], [-1.42, -1.61, -0.89]],
  "mulliken_charge": [-0.3969, -0.2546, 0.2983, -0.3898, -0.2056, 0.2542, 0.2557, 0.2918, -1.0108, -0.2738, 0.0354, 0.2631, 0.2826, -0.0144, 0.3294, 0.3568, 0.3019, 0.2893, 0.2728, 0.0241, 0.2905]
}